Entry 1:
C4H7FO | ωB97M-V/def2-TZVPD

Last column: natural (NBO) charge in e.
Cartesian coordinates (Å):
O: 0.79890 1.92709 -1.28734  -0.726
C: 0.79641 0.71012 -0.58615  -0.049
C: -0.70588 0.23362 -0.35902  -0.462
C: -0.81681 -1.07039 0.36417  -0.293
C: -0.28883 -1.22187 1.53861  0.235
F: 0.28692 -0.23278 2.37740  -0.378
H: 0.87270 1.83226 -2.22140  0.474
H: 1.33870 0.70979 0.44308  0.195
H: 1.35361 -0.04271 -1.17346  0.158
H: -1.26622 0.22013 -1.32897  0.209
H: -1.20971 0.96968 0.20127  0.224
H: -1.04485 -1.99381 -0.15058  0.233
H: -0.11495 -2.04114 2.18239  0.180

Summary:
* 2S+1: 1
* orbital gap: 10.6 eV
* SMILES: OCC/C=C\F

***

Entry 2:
C14H18N2O | ωB97M-V/def2-TZVPD

Last column: natural (NBO) charge in e.
Cartesian coordinates (Å):
C: 2.27112 -0.46484 -0.25669  -0.642
C: 1.38388 -0.94816 -1.36492  -0.062
C: 1.94360 -1.53338 -2.49319  -0.206
C: 1.14957 -2.00668 -3.52020  -0.211
C: -0.22589 -1.91143 -3.42493  -0.206
C: -0.82114 -1.32886 -2.31517  -0.071
C: -2.31437 -1.25172 -2.20684  -0.626
C: -0.00674 -0.83996 -1.29018  0.341
O: -0.62332 -0.28166 -0.17802  -0.564
C: -0.55690 1.13190 -0.10460  -0.068
C: -1.66636 1.62879 0.82132  -0.419
C: -1.59505 0.96130 2.19964  -0.208
N: -0.31663 1.15564 2.82625  -0.349
C: 0.63092 0.19811 3.04932  -0.106
C: 1.70157 0.84381 3.59732  -0.103
N: 1.43282 2.17042 3.71160  -0.454
C: 0.22553 2.32448 3.24288  0.153
H: 3.16859 -1.07688 -0.20066  0.220
H: 1.75749 -0.50807 0.70061  0.229
H: 2.58149 0.56589 -0.43424  0.221
H: 3.01856 -1.62004 -2.55832  0.208
H: 1.60253 -2.45672 -4.39103  0.212
H: -0.85170 -2.28937 -4.22039  0.208
H: -2.76604 -1.14846 -3.19080  0.216
H: -2.61508 -0.41530 -1.58172  0.218
H: -2.69796 -2.16371 -1.74892  0.222
H: -0.68635 1.57076 -1.10338  0.185
H: 0.41871 1.45481 0.28284  0.182
H: -2.63974 1.40150 0.38448  0.214
H: -1.57282 2.71130 0.91968  0.212
H: -1.75219 -0.11255 2.08060  0.226
H: -2.38307 1.36911 2.84224  0.208
H: 0.45794 -0.83240 2.81459  0.221
H: 2.64238 0.44209 3.91584  0.207
H: -0.29534 3.26030 3.19496  0.192

Summary:
* 2S+1: 1
* orbital gap: 9.5 eV
* SMILES: Cc1cccc(C)c1OCCCn1ccnc1

***

Entry 3:
C5H4Br2P2 | ωB97M-V/def2-TZVPD

Last column: natural (NBO) charge in e.
Cartesian coordinates (Å):
Br: -2.10185 1.98155 2.06151  -0.207
P: -1.60068 -0.14272 2.41420  0.658
Br: -0.02191 0.06599 3.95613  -0.219
C: -0.41620 -0.40547 0.80471  -0.662
C: 0.60929 0.45549 0.49216  -0.226
C: 1.14984 0.49962 -0.78401  -0.188
C: 0.65056 -0.25877 -1.83678  -0.189
C: -0.36722 -1.17996 -1.71099  -0.570
P: -1.22612 -1.52707 -0.24635  0.709
H: 0.99427 1.13516 1.24551  0.227
H: 1.95517 1.19065 -0.98422  0.218
H: 1.07698 -0.10053 -2.81939  0.216
H: -0.70214 -1.71394 -2.59248  0.232

Summary:
* 2S+1: 1
* orbital gap: 9.3 eV
* SMILES: BrP(Br)c1ccccp1

***

Entry 4:
C3H8N4P2 | ωB97M-V/def2-TZVPD

Last column: natural (NBO) charge in e.
Cartesian coordinates (Å):
H: -1.28319 -1.23034 2.15026  0.355
N: -0.81120 -0.68518 1.57500  -0.776
C: -1.27582 -0.28155 0.46852  0.569
N: -2.52159 -0.41867 -0.24702  -0.622
C: -2.25707 0.07243 -1.50527  0.170
N: -1.10669 0.63528 -1.60008  -0.273
N: -0.50282 0.46365 -0.39788  -0.545
P: 0.86213 1.43468 -0.10431  0.751
C: 2.31595 0.15966 -0.24355  -0.909
P: 2.40275 -1.08301 1.22794  0.254
H: -3.46454 -0.52793 0.06189  0.425
H: -3.02415 0.15319 -2.26104  0.205
H: 0.88842 1.77335 -1.50383  -0.024
H: 2.20863 -0.32134 -1.13707  0.213
H: 3.16228 0.74905 -0.27288  0.224
H: 3.14701 -0.12883 1.85857  -0.041
H: 1.25991 -0.76447 1.93077  0.024

Summary:
* 2S+1: 1
* orbital gap: 8.8 eV
* SMILES: [H]/N=c1\[nH]cnn1PCP

***

Entry 5:
C2H5NO2 | ωB97M-V/def2-TZVPD

Last column: natural (NBO) charge in e.
Cartesian coordinates (Å):
N: 1.54668 -0.45126 -1.13508  -0.822
C: 1.33694 -0.36793 0.20306  0.537
O: 1.45386 0.65012 0.82410  -0.609
H: 1.46011 -1.26446 -1.69900  0.396
H: 1.74608 0.42379 -1.58674  0.393
H: 1.12235 -1.35174 0.63957  0.104
C: -2.39733 0.50229 0.44478  0.286
O: -1.87842 -0.33210 -0.23940  -0.505
H: -2.22721 0.51856 1.52936  0.113
H: -3.05574 1.27360 0.01324  0.107

Summary:
* 2S+1: 1
* orbital gap: 10.9 eV
* SMILES: NC=O.C=O

***

Entry 6:
C6H7F6N | ωB97M-V/def2-TZVPD

Last column: natural (NBO) charge in e.
Cartesian coordinates (Å):
C: 1.56269 -0.09695 -0.21493  0.264
C: -2.31787 0.14336 1.44031  0.193
C: 1.19638 0.03991 -1.65759  -0.688
C: -2.38045 -1.35990 1.15874  -0.792
C: 3.03943 0.45314 0.06679  0.908
C: -2.45317 0.93624 0.20236  0.796
N: 0.87829 -0.49510 0.77420  -0.621
F: 3.36171 0.32977 1.35617  -0.318
F: 3.85822 -0.24172 -0.68690  -0.316
F: 3.20700 1.70957 -0.36167  -0.324
F: -2.15940 0.27430 -1.05158  -0.390
F: -3.72820 1.26167 0.06748  -0.295
F: -1.72245 2.06207 0.14645  -0.308
H: 1.17759 1.09209 -1.83953  0.251
H: 0.34284 -0.53624 -1.69964  0.243
H: 1.85235 -0.32200 -2.40351  0.242
H: -1.40243 -1.66726 0.69458  0.308
H: -3.07778 -1.48460 0.32111  0.251
H: -2.56549 -1.89303 2.03838  0.230
H: 1.33074 -0.20532 1.64878  0.367

Summary:
* 2S+1: 1
* orbital gap (spin up / spin down): 8.4 / 8.4 eV

***

ΔE to the lowest compared entry with this formula, charge and spin for every record listed, in sequence, given in kcal/mol: 34.7 24.3 0.0 0.0 29.9 73.8.